45
Properties=species:S:1:pos:R:3 method="wB97M-V/def2-TZVPD" homo_energy_ev=-8.8362 lumo_ev=-0.1 relative_energy_kcal_mol=11.80 orbital_gap_ev=8.74 smiles="CCCC[C@@H](CC)CNC(=O)c1cc2ccccc2c(=O)o1"
C 6.2179 1.0142 -0.1627
C 3.4669 -1.4738 0.1109
H -7.8496 -0.6060 -1.0013
H 7.9186 -1.7560 -1.0730
C -0.8876 1.9754 -0.8735
C 7.0867 -1.1446 -0.7561
H 6.3318 2.0763 -0.0084
H -5.9396 -1.4846 0.3191
H -3.8642 0.3971 1.5441
H -1.5105 2.0320 1.1896
H -3.5574 -1.2835 1.1120
C 2.4748 -0.6552 0.5126
C -1.8595 1.6091 0.2442
H -4.4143 0.8703 -0.8695
C -3.5152 -0.2569 0.7412
H -1.7988 -0.4000 -0.5402
C -1.1472 -0.4825 1.4983
C 3.8546 1.2936 0.4886
C -6.8281 -0.3666 -1.2874
O 0.7971 -2.3284 0.5847
C -2.0602 0.0921 0.4021
H 8.2425 0.6626 -0.7381
C 1.0892 -1.1641 0.7789
C -4.4519 -0.1408 -0.4594
H -6.8136 0.6419 -1.6955
H -1.2624 -1.5683 1.5407
H -0.7681 3.0552 -0.9306
N 0.2504 -0.2293 1.2566
H -1.2663 1.6236 -1.8310
H 5.7085 -2.7820 -0.6880
H -6.5206 -1.0562 -2.0704
H -4.1166 -0.8257 -1.2414
H 0.5882 0.7165 1.3515
O 3.9135 2.4825 0.6734
C 5.8548 -1.7223 -0.5425
H -1.4222 -0.0546 2.4675
C -5.8954 -0.4716 -0.0871
H 0.0935 1.5347 -0.7165
H -6.2323 0.2128 0.6950
H 3.2587 -2.5226 -0.0189
O 2.6461 0.6785 0.6968
C 4.9639 0.4428 0.0584
C 7.2713 0.2239 -0.5669
H -2.8195 2.0785 0.0238
C 4.7722 -0.9382 -0.1313

11
Properties=species:S:1:pos:R:3 method="wB97M-V/def2-TZVPD" homo_energy_ev=-14.5053 lumo_ev=-6.8 charge=+1 relative_energy_kcal_mol=0.00 orbital_gap_ev=7.70 smiles="N#[N+]P1=CC=CC=1"
P -1.4959 0.3067 0.2066
N -0.5367 0.9762 2.0099
C 0.6277 -1.0840 -0.4715
C -0.3140 1.0326 -0.9510
H -0.4667 1.9850 -1.4284
H 1.4000 -1.8272 -0.5851
H 1.4273 0.3293 -1.9919
N -0.2863 1.2631 3.0342
C -0.3988 -1.1595 0.3830
H -0.6160 -1.9785 1.0492
C 0.6595 0.1562 -1.2552

7
Properties=species:S:1:pos:R:3 method="wB97M-V/def2-TZVPD" homo_energy_ev="-7.9455 / -7.7862" lumo_ev="-0.5 / -0.7" relative_energy_kcal_mol=79.60 orbital_gap_ev="7.47 / 7.07"
C 0.8717 0.1019 0.6168
Cl 2.1584 -0.3829 -0.4164
H -1.6786 0.8854 -0.0933
H 0.8362 1.0726 0.8094
H 0.5801 -0.7184 1.3091
C -1.1821 0.1439 -0.6779
S -1.5857 -1.1025 -1.5477

6
Properties=species:S:1:pos:R:3 method="wB97M-V/def2-TZVPD" homo_energy_ev="-8.4614 / -8.4690" lumo_ev="-1.4 / -1.4" relative_energy_kcal_mol=63.47 orbital_gap_ev="7.06 / 7.07"
C -1.8211 -0.1636 0.7054
P 3.2312 -0.9502 0.0067
Cl 2.8217 0.7778 -0.9256
H -0.6560 0.6594 -1.0566
C -1.2915 0.2117 -0.3155
H -2.2844 -0.5351 1.5856

78
Properties=species:S:1:pos:R:3 method="wB97M-V/def2-TZVPD" homo_energy_ev="-3.8670 / -3.8207" lumo_ev="2.4 / 2.4" charge=-1 relative_energy_kcal_mol=17.08 orbital_gap_ev="6.27 / 6.23"
H 2.6793 4.3405 -3.2357
H -0.6815 4.5354 1.4469
H -0.5214 2.0430 1.4392
C 3.0598 2.4033 0.0691
C -0.5813 -4.1075 0.0034
C -3.0197 -0.0738 1.8757
O -0.7844 -8.0611 1.0573
H 4.0068 -0.7419 0.3596
H 2.6865 -1.9075 0.5785
H -0.7999 5.7455 -0.7212
C -1.2050 0.1590 3.4058
H 1.7303 2.8927 3.0255
C -0.7513 4.6654 -0.6830
H -2.9525 1.0319 -2.0612
C -3.2261 -0.8579 0.5901
C 3.3934 3.7523 0.0170
H -1.0269 -4.6235 -2.0021
H -1.1921 -7.0994 -1.5291
H -3.4491 -0.6856 2.6830
H 3.7636 4.2531 0.9062
C -0.4984 -2.6405 -0.3179
H 3.1629 1.8723 1.0105
C -3.4006 0.7707 -1.1075
H 3.7480 -0.7727 -2.5944
C -0.8749 -5.0137 -1.0050
H 0.2524 2.5911 3.9615
C -0.7872 3.6732 -4.2884
O -0.2930 -6.5591 2.7427
C -0.6513 1.6423 -2.9259
H -4.3036 -0.9780 0.4171
H -3.4017 1.6466 -0.4516
H -0.8269 4.1104 -5.2773
O -0.5662 0.3905 -2.7317
Cl -0.8775 6.2175 -3.3879
Cl -0.6935 1.3106 -5.6101
C -0.7238 2.2825 -4.1683
O 1.0016 1.0310 2.7928
C -0.7499 -6.7847 0.5452
Fe -0.3549 -0.2114 -0.8250
C -0.6028 2.5954 0.5176
H -0.1249 -3.8194 2.0902
C 0.3003 -0.0323 3.4034
Si 1.9379 -0.0893 -0.9537
H -3.5525 0.8882 1.8742
H -1.4938 1.1084 3.8834
C 2.9244 -0.8431 0.4948
C -0.7426 3.9273 -1.8848
O -0.2533 -1.8307 0.6200
H -1.2420 -8.3630 3.0445
C 2.4672 2.4536 -2.2362
H 3.5038 5.5154 -1.2115
H 2.1834 -0.5343 -3.4070
H 2.4630 -1.9940 -2.4732
C 3.2533 4.4617 -1.1684
C 1.1976 2.1498 3.6184
C -0.3619 -4.5383 1.3187
O -1.6450 0.1054 2.0743
C -0.4555 -5.8840 1.5506
H 0.5048 -8.4577 2.6191
C -0.9663 -6.3849 -0.7496
C 2.7935 3.8019 -2.3013
C 2.6666 -0.9197 -2.5057
H -4.4311 0.4372 -1.2725
N -0.5920 1.8776 -0.5840
H 0.6481 -0.1732 4.4371
C -0.6649 2.5239 -1.7760
H 2.1137 1.9611 -3.1366
C -0.4407 -7.9387 2.4349
O -0.6742 -2.2500 -1.4934
O -2.6362 -0.2939 -0.5670
C -0.6862 3.9985 0.5070
C -0.7955 4.4816 -3.1844
H 2.6485 -0.3717 1.4416
H 0.5262 -0.9226 2.8146
C 2.5761 1.7166 -1.0500
H 1.7964 1.8918 4.5017
H -1.6564 -0.6558 3.9906
H -2.7769 -1.8413 0.7147

51
Properties=species:S:1:pos:R:3 method="wB97M-V/def2-TZVPD" homo_energy_ev=-6.5693 lumo_ev=-3.4 relative_energy_kcal_mol=10.47 orbital_gap_ev=3.21
C 1.6714 2.0143 1.6923
H -2.1571 3.1293 1.4199
H -5.6483 -3.9781 0.2519
C 1.7248 -1.6064 -1.2247
O -0.2883 0.6044 2.0444
C 1.7804 1.0571 -3.8662
C -5.0689 -1.9606 0.0522
H 1.1299 -1.3960 0.8364
C -4.9534 -3.3056 -0.2609
H -2.5780 1.7608 0.3178
C 4.5640 2.3355 4.4046
H 4.0693 2.3601 5.3851
H 4.1916 4.2033 2.2165
C 1.1475 1.0668 -1.4831
F 0.9045 -3.7388 -0.6441
C -3.0699 -3.3252 -1.9093
H -2.7560 0.0612 -1.4833
H -1.8413 -1.7642 -2.6227
C -4.0714 -3.9138 -1.1468
F 2.5177 -3.6877 -2.1394
H -4.6181 0.0964 -0.0503
B 0.3585 1.3686 0.9926
F 0.5706 1.5575 -4.2859
H -2.3059 0.2621 2.0825
C 3.4907 3.3748 2.3019
C 1.6130 0.3283 -2.5666
H -4.1790 -4.9967 -1.2521
C 2.4031 3.1358 1.3804
O -0.5609 2.3229 0.4073
C 1.9075 -1.0230 -2.4667
C 2.0378 -3.0610 -1.0293
H 5.1342 1.3987 4.3269
H -2.5048 -4.0092 -2.5517
C -4.3193 -0.8903 -0.4186
C -1.8211 2.1465 1.0353
S 2.2779 1.2865 3.1587
C 3.5647 2.4356 3.3126
H 5.2620 3.1761 4.3408
H 2.1921 3.7674 0.5204
C -2.6823 -1.9943 -1.9573
C -1.6018 1.1155 2.1720
F 2.9660 -3.2367 -0.0344
H 2.2903 -1.5846 -3.3133
H 0.9427 2.1291 -1.6073
C 0.9694 0.4501 -0.2620
F 2.6253 2.1303 -3.7175
F 2.2736 0.2954 -4.8801
C -3.2269 -0.9068 -1.2842
H -5.8577 -1.7103 0.7709
H -1.7187 1.6127 3.1565
C 1.2486 -0.8937 -0.1220

22
Properties=species:S:1:pos:R:3 method="wB97M-V/def2-TZVPD" homo_energy_ev=-10.7272 lumo_ev=-3.1 charge=+1 relative_energy_kcal_mol=0.00 orbital_gap_ev=7.62
C -1.9622 -0.1816 -0.0271
H -2.7435 -0.3706 0.7203
C -2.6554 2.1088 0.3169
C 1.2995 -1.6701 -0.2387
H 3.4700 -0.3319 0.9691
H -2.9825 2.0160 1.3609
H 3.4254 0.8405 -0.3910
H -3.5054 1.8973 -0.3445
H 1.4769 -2.1421 0.7393
H -0.3233 -1.2375 -1.5897
H 1.8633 -2.2049 -1.0158
H -0.5366 -2.7114 -0.5868
O 1.7429 -0.3162 -0.1831
H 3.6371 -0.8821 -0.7594
C -0.1644 -1.6795 -0.5956
O -1.6021 1.1847 0.0472
H -2.2436 -0.4042 -1.0660
C 3.1583 -0.1726 -0.0721
Sr 0.4924 1.2890 0.6215
O -0.8654 -0.9208 0.3966
H 1.2924 2.7770 1.5914
H -2.2738 3.1120 0.1066

11
Properties=species:S:1:pos:R:3 method="wB97M-V/def2-TZVPD" homo_energy_ev=-9.3423 lumo_ev=-0.1 relative_energy_kcal_mol=28.15 orbital_gap_ev=9.26 smiles="O=c1cccco1"
H 1.2566 -2.2662 -0.0443
C -1.0786 0.0097 -0.1223
O -0.3119 -1.1957 -0.0679
C -0.2269 1.1811 -0.1204
O -2.3116 0.0392 0.1553
H -0.8629 1.9841 -0.1646
H 2.8105 0.0040 0.1440
C 1.7751 -0.0181 0.0411
C 1.1062 1.2007 0.0085
H 1.7438 2.0959 0.2868
C 1.0975 -1.1344 0.0397